[1]
32
Properties=species:S:1:pos:R:3:forces:R:3:nbo_charge:R:1 method="wB97M-V/def2-TZVPD" lumo_energy_ev="-0.5688 / -0.5689" e_homo_ev="-7.5 / -7.5"
H 0.074 -3.256 -0.367 0.09 0.59 -0.07 0.274
C -1.719 0.734 4.352 -0.02 0.14 0.06 0.263
C -1.096 1.459 3.325 -0.39 0.31 0.16 0.292
F -0.497 -2.639 3.637 -0.04 0.95 0.28 -0.289
C -1.506 -0.649 4.451 -0.34 -0.08 0.44 0.321
C 0.625 1.841 -1.992 -0.16 1.59 -2.77 0.160
H 2.195 -1.080 -3.501 -0.22 0.37 0.47 0.249
C -0.231 0.792 2.472 0.12 -0.02 -0.33 0.281
N 1.667 1.260 -1.330 0.68 -0.82 1.72 -0.970
C 0.848 2.610 -3.120 -1.13 -1.08 1.31 -0.559
C 0.086 -0.577 2.605 -0.47 0.71 0.45 -0.282
C 1.595 -2.161 -1.629 -0.96 -0.42 -0.49 -0.366
H -0.023 3.067 -3.610 0.72 -0.13 0.07 0.206
C 1.414 -1.344 -2.790 -0.86 -0.68 0.58 -0.242
H 1.868 2.677 -3.500 -0.35 0.33 -0.02 0.190
C 0.018 -1.111 -2.957 0.39 -0.40 0.44 -0.261
H 2.611 1.529 -1.587 -0.41 -0.13 -0.17 0.395
H -1.768 -1.897 -1.831 0.40 0.19 0.08 0.260
C -0.741 1.424 -1.449 0.10 -0.08 0.68 -0.943
C -0.636 -1.296 3.584 0.10 0.13 -0.49 0.310
S 1.352 -1.348 1.686 -0.19 0.22 -0.53 -0.189
F 0.304 1.529 1.406 -0.32 -1.15 1.09 -0.292
C -0.685 -1.791 -1.910 0.68 -1.17 -0.34 -0.402
Zr 0.503 -0.243 -0.524 1.56 2.14 -0.52 1.904
H 2.535 -2.624 -1.318 -0.41 0.42 0.10 0.258
H -0.436 -0.580 -3.796 0.20 0.08 0.57 0.257
H -1.115 2.209 -0.767 0.04 -0.43 -0.22 0.238
F -2.535 1.361 5.228 0.52 -0.49 -0.69 -0.283
F -2.162 -1.357 5.401 0.46 0.58 -0.68 -0.294
F -1.357 2.776 3.151 0.21 -1.09 0.23 -0.283
H -1.472 1.165 -2.217 0.17 0.41 0.05 0.228
C 0.287 -2.480 -1.102 -0.18 -1.00 -1.46 -0.430

=====

[2]
20
Properties=species:S:1:pos:R:3:forces:R:3:nbo_charge:R:1 method="wB97M-V/def2-TZVPD" lumo_energy_ev=-0.3760 e_homo_ev=-8.3
H 0.306 -0.596 -2.593 0.02 -0.01 -0.05 0.416
H -2.781 -0.670 1.422 0.07 -0.01 0.33 0.218
O -1.292 -1.682 -0.990 0.42 0.74 -0.55 -0.756
H -2.600 -2.418 1.794 0.02 0.06 0.14 0.243
H 1.563 -1.565 -2.179 0.07 0.04 -0.11 0.402
H 1.147 0.132 2.248 0.09 0.06 0.03 0.406
H 1.351 -1.830 3.513 0.07 0.11 -0.01 0.212
O -3.468 -2.170 -0.649 0.37 -0.06 -0.61 -0.611
C -0.050 -2.385 2.014 -0.32 -0.23 0.12 0.634
Pt 0.287 -0.808 -0.039 -0.87 -1.39 0.59 0.815
C -2.191 -1.570 1.248 0.20 -0.27 -1.04 -0.363
H 2.062 -2.656 2.130 0.06 0.09 -0.09 0.220
H 1.775 0.076 -2.221 0.01 -0.02 -0.08 0.394
C 1.332 -1.905 2.424 0.25 -0.16 -0.13 -0.319
N -0.796 -1.350 1.540 0.38 0.54 0.76 -0.656
H 2.622 -0.420 1.762 -0.01 0.08 -0.14 0.393
N 1.628 -0.611 1.752 -0.37 0.08 -0.69 -0.803
O -0.377 -3.546 2.167 -0.10 0.08 0.34 -0.613
C -2.375 -1.852 -0.246 -0.33 0.08 0.74 0.780
N 1.127 -0.668 -1.999 -0.02 0.18 0.45 -1.013

=====

[3]
13
Properties=species:S:1:pos:R:3:forces:R:3:nbo_charge:R:1 method="wB97M-V/def2-TZVPD" smiles="S=C1CCCN1" lumo_energy_ev=0.5619 e_homo_ev=-8.3
H 1.488 -1.171 1.931 -0.11 0.04 0.01 0.198
N 0.749 0.476 0.737 -5.88 -3.77 -2.02 -0.587
C 0.594 -0.551 1.837 0.96 1.93 -2.21 -0.213
H 1.455 1.065 0.535 3.05 2.17 -0.30 0.401
H 0.388 0.046 2.689 0.29 -0.01 1.31 0.204
H -0.659 -2.288 1.719 -0.10 0.35 -0.40 0.227
H -0.709 -1.616 -0.827 1.05 -2.15 -1.13 0.247
H -1.443 -0.742 2.046 0.15 -0.53 -0.86 0.212
C -0.668 -1.229 1.404 -0.98 -1.14 1.45 -0.417
S 0.224 1.084 -1.860 -1.19 -1.17 1.95 -0.173
H -2.140 -1.030 -0.125 1.95 1.08 -0.36 0.249
C -0.149 0.264 -0.404 3.29 1.24 1.23 0.152
C -0.977 -0.975 -0.066 -2.47 1.95 1.34 -0.500

=====

[4]
57
Properties=species:S:1:pos:R:3:forces:R:3:nbo_charge:R:1 method="wB97M-V/def2-TZVPD" lumo_energy_ev=-6.1853 total_charge=+2 e_homo_ev=-14.9
H 6.357 -4.338 0.085 -0.01 0.01 0.00 0.242
C 2.950 2.992 2.394 0.01 -0.01 0.01 -0.232
H 0.375 -3.102 4.247 0.00 0.04 -0.01 0.242
C -0.393 -0.471 2.216 -0.22 0.00 0.26 -0.577
N -3.002 1.863 -1.397 -0.29 0.35 -0.62 -0.591
C -2.139 1.333 2.463 -0.09 0.03 0.09 -0.229
H -1.449 2.178 2.447 0.05 0.02 0.01 0.225
N -5.126 1.842 -0.124 0.21 0.09 -0.16 -0.417
C 5.083 -2.666 0.514 -0.02 -0.01 -0.01 -0.215
C -1.149 -1.650 4.642 -0.04 0.03 0.02 -0.161
C 3.872 -2.061 0.252 0.07 0.01 0.03 -0.140
H 1.050 -2.064 2.130 0.02 0.00 0.00 0.205
C -1.804 -0.512 4.179 0.06 0.03 0.01 -0.222
H 3.307 3.147 3.402 0.00 0.00 -0.01 0.256
H -1.445 -2.092 5.584 -0.01 0.00 -0.02 0.243
N -3.329 1.773 3.266 -0.05 0.00 -0.12 -0.335
H 3.614 -1.126 0.731 -0.01 0.00 0.00 0.217
H 2.630 -4.320 -1.982 0.02 0.01 0.03 0.228
H 1.733 1.287 2.904 -0.04 -0.01 0.01 0.229
C 3.310 -3.855 -1.280 0.05 -0.08 -0.05 -0.129
H 5.781 -2.213 1.205 0.00 -0.01 -0.01 0.238
H -2.754 3.807 3.394 -0.02 0.02 -0.01 0.227
C -3.619 3.234 3.072 0.05 -0.20 0.01 -0.411
C 2.879 3.569 0.069 0.03 0.02 -0.03 -0.214
N -0.843 1.036 -0.706 0.22 0.10 -0.37 -0.861
Ga 0.285 0.274 0.562 0.01 0.11 -0.03 1.766
H -3.832 3.401 2.020 -0.02 -0.01 -0.03 0.246
O 1.409 -0.942 -0.349 0.36 0.07 0.27 -0.750
H 0.426 -3.632 -1.516 0.00 0.02 -0.01 0.270
H -4.302 -0.101 2.998 0.03 -0.03 0.04 0.235
C 0.244 -1.614 2.698 -0.03 -0.02 0.03 -0.119
C 3.360 3.807 1.348 0.04 0.04 0.02 -0.096
C -1.444 0.083 2.977 -0.01 -0.08 0.00 -0.053
H 3.179 4.181 -0.770 -0.01 -0.01 0.01 0.259
C 4.525 -4.458 -1.015 -0.02 0.02 0.01 -0.212
H -5.331 1.205 3.654 0.00 -0.02 0.03 0.239
C -4.144 1.848 -0.734 0.11 -0.11 0.26 0.449
H 4.787 -5.387 -1.503 0.00 0.01 0.01 0.246
H -3.105 1.639 4.251 0.01 0.01 0.05 0.430
H -2.602 -0.118 4.800 0.00 -0.05 -0.02 0.200
H -0.194 -2.005 -1.895 -0.01 0.02 0.01 0.249
C -0.128 -2.209 3.899 0.02 -0.02 -0.03 -0.211
C -4.551 0.954 2.941 0.07 0.10 0.04 -0.440
C 0.695 -2.626 -1.844 0.08 -0.06 0.03 -0.727
C 2.000 2.526 -0.127 -0.03 -0.06 0.11 0.075
H 4.049 4.622 1.529 -0.02 -0.02 0.00 0.254
H 1.128 -2.719 -2.842 -0.01 0.00 0.02 0.275
H -4.863 1.225 1.933 -0.04 -0.05 0.04 0.274
C 2.074 1.962 2.129 0.02 -0.03 -0.12 0.070
C 1.694 -2.030 -0.909 -0.25 -0.02 -0.20 0.678
H 1.588 2.308 -1.103 -0.03 -0.01 -0.01 0.234
H -4.489 3.491 3.670 -0.01 0.02 -0.01 0.246
C 2.973 -2.653 -0.647 -0.12 0.01 -0.05 -0.161
C 5.406 -3.864 -0.120 0.02 0.00 0.00 -0.108
N 1.604 1.735 0.888 0.07 0.08 -0.11 -0.609
H -2.518 1.190 1.453 0.01 -0.02 -0.02 0.235
C -1.902 1.439 -1.042 -0.23 -0.31 0.58 0.736

=====

[5]
15
Properties=species:S:1:pos:R:3:forces:R:3:mulliken_charge:R:1 method="wB97M-V/def2-TZVPD" smiles="C=CC1=[N+]=C1CC" lumo_energy_ev=-5.8652 total_charge=+1 e_homo_ev=-15.8
C 1.447 1.726 -0.011 -1.54 -3.51 1.03 -0.927
C 1.279 0.745 -1.269 2.32 2.75 -0.47 -0.345
H 0.713 2.492 -0.168 -0.04 0.63 0.39 0.320
H 2.337 0.410 -1.694 -2.67 -0.05 0.80 0.381
C -1.320 -0.861 1.069 -1.58 -1.00 1.55 -0.178
H 0.891 1.504 -1.983 0.21 -0.85 -0.42 0.271
H -2.226 -2.769 0.436 0.04 1.69 1.14 0.262
H 2.453 2.064 -0.025 0.64 0.50 0.47 0.350
H -1.051 -0.073 1.774 -0.69 -0.47 0.31 0.333
H -2.644 -2.163 2.148 -0.48 0.10 0.77 0.327
C 0.218 -0.164 -1.020 -1.14 -3.61 0.19 0.441
H 1.146 1.094 0.970 1.14 1.77 -2.01 0.211
N -0.428 -1.344 -1.343 0.86 2.94 1.80 -0.393
C -0.663 -0.719 -0.122 1.32 -0.58 -3.78 0.537
C -2.150 -1.943 1.237 1.60 -0.31 -1.77 -0.589

=====

[6]
85
Properties=species:S:1:pos:R:3:forces:R:3:mulliken_charge:R:1 method="wB97M-V/def2-TZVPD" lumo_energy_ev=-3.7656 total_charge=+1 e_homo_ev=-9.9
H 2.153 1.546 3.520 -0.13 0.26 -0.21 0.596
H -2.076 -4.192 -3.556 0.43 0.16 -0.14 0.417
C -0.567 -0.507 3.389 -0.86 -0.12 -0.02 0.673
C 1.510 2.278 3.030 -0.09 0.41 -0.24 -0.359
C -1.241 -4.033 -1.595 -0.02 0.70 0.33 0.651
H -1.232 0.147 -4.566 -0.01 0.24 -0.01 0.397
H -4.996 -0.631 -2.614 -0.34 0.49 0.72 0.399
C 1.703 3.650 3.257 -0.18 -0.37 0.02 -0.936
H 0.920 -2.196 -1.971 -0.16 -0.25 0.30 0.499
H -0.697 1.818 -4.866 -0.04 -0.21 0.26 0.317
C -0.259 4.161 1.926 -0.02 -0.21 0.23 -0.140
H 2.732 3.195 -1.128 -0.18 -0.34 0.11 0.395
H -3.565 -0.175 4.988 0.33 -0.10 -0.06 0.412
C 0.832 4.584 2.692 -0.05 0.02 -0.17 -0.675
C -2.508 -0.404 4.839 0.16 -0.01 -0.07 -0.639
H -0.333 -4.616 -3.473 -0.46 0.29 0.21 0.260
As 0.218 -0.010 1.646 1.54 0.48 3.05 1.282
H -3.304 -4.718 -1.708 0.37 0.01 0.11 0.408
C -0.005 0.959 -3.016 1.29 0.67 0.40 -0.197
H -5.144 1.502 -3.793 0.09 0.08 0.36 0.411
C 1.941 -2.286 2.132 0.28 0.18 -0.21 -0.479
H 0.498 4.033 -2.332 -0.08 -0.31 0.09 0.337
C -1.935 -0.235 3.573 0.34 -0.20 0.30 -0.332
C 3.248 -0.346 -1.672 0.27 -0.47 0.30 -1.466
Zr -0.534 -0.051 -0.921 -0.98 -0.22 -1.16 -0.096
C 4.358 -2.361 2.031 -0.06 0.18 -0.10 -0.786
H -2.539 0.121 2.737 0.09 -0.08 0.23 0.388
H 0.411 -1.281 -4.614 0.23 -0.02 0.01 0.380
C 0.293 1.924 -1.980 0.70 -0.67 -0.60 1.576
C 0.485 1.870 2.170 -0.34 -0.01 0.04 0.621
C -4.530 0.249 -2.140 -0.87 0.17 -0.47 -0.442
C 1.325 -0.996 -4.084 -0.15 -0.52 -0.15 -1.725
C -1.732 -0.859 5.912 0.11 0.02 -0.26 -0.552
C 1.919 0.268 -1.909 -0.85 0.68 -0.51 1.035
H 3.091 -4.106 2.270 0.05 0.37 0.00 0.430
H -2.185 -1.000 6.895 0.12 0.05 -0.31 0.374
H 3.352 -1.301 -2.197 0.01 0.18 0.14 0.384
H 1.742 2.858 0.310 0.28 0.13 -0.14 0.025
H -1.170 3.422 -2.400 0.28 0.07 0.03 0.611
C 4.392 -0.970 1.900 -0.22 -0.03 0.13 -0.625
H -0.972 4.884 1.519 0.27 -0.21 0.21 0.459
H -0.819 -2.919 -3.452 -0.11 -0.08 0.11 -0.009
H 5.348 -0.444 1.825 -0.31 -0.21 0.04 0.433
C -3.055 2.423 -1.242 -0.71 0.26 -1.60 -0.361
H 1.812 -1.908 -3.721 -0.11 0.13 -0.12 0.401
C -1.028 1.112 -4.087 -0.49 -0.13 -0.10 -1.267
C -4.604 1.464 -2.845 0.68 0.13 -0.18 -0.473
H 1.282 -1.128 4.348 -0.36 0.04 0.03 0.254
H 0.241 -1.487 6.552 -0.20 0.13 -0.22 0.410
H 4.046 0.327 -2.025 -0.25 -0.16 0.04 0.326
C -1.113 -3.916 -3.103 -0.35 -0.13 0.12 -0.872
H 2.536 3.974 3.883 -0.30 -0.05 -0.14 0.436
H -1.971 1.482 -3.670 0.06 0.01 -0.18 0.036
H 3.244 0.857 1.782 0.00 -0.40 -0.11 0.282
C 3.131 -3.020 2.155 -0.22 0.27 0.08 -0.815
C -3.971 2.588 -2.314 -0.38 0.26 0.75 -0.530
C 0.215 -0.939 4.467 -0.12 -0.01 0.01 -0.387
C -0.374 -1.131 5.725 -0.15 0.17 -0.36 -0.711
H -2.618 3.320 -0.799 0.41 -0.36 -0.46 0.677
H -4.163 3.603 -2.686 0.00 -0.54 0.04 0.346
H 2.010 -0.538 -4.816 -0.24 -0.03 0.26 0.349
C 1.968 -0.891 1.942 0.11 -0.07 -0.26 0.854
C -3.888 0.155 -0.906 2.45 1.58 -3.01 -1.016
H 3.415 -0.520 -0.602 0.05 -0.03 -0.31 0.110
H -0.217 -3.864 0.233 -0.94 0.49 0.21 0.387
H -4.256 -0.678 -0.323 1.32 -0.37 0.54 0.467
H -2.739 -4.438 -0.052 0.29 -0.14 -0.51 0.322
C 1.031 -0.034 -2.987 0.24 1.01 0.51 0.471
C -0.211 3.315 -1.889 -0.39 0.43 0.18 -1.623
C -2.428 -4.808 -1.047 0.21 -0.79 0.39 -1.479
H -2.224 -5.889 -0.927 -0.13 0.30 -0.18 0.292
C -0.399 -3.401 -0.744 -0.09 -0.18 0.00 -0.845
C 1.471 1.474 -1.285 -0.64 -0.21 -1.22 0.397
C -2.706 1.145 -0.839 -1.33 -3.13 3.40 0.246
H -1.344 2.450 1.144 0.43 0.12 0.02 0.169
H -0.350 3.591 -0.836 0.01 0.16 -0.27 0.035
C 3.200 -0.229 1.858 0.00 -0.36 0.07 -0.884
C 2.325 2.391 -0.489 0.10 0.20 0.71 -1.236
H 5.288 -2.933 2.036 -0.31 0.20 0.03 0.392
H 0.990 5.652 2.863 -0.03 -0.37 -0.05 0.390
C 0.414 -2.188 -0.998 0.35 0.11 -0.47 0.048
H 3.164 1.861 -0.031 -0.10 0.15 -0.13 0.510
H 1.222 -2.077 -0.251 -0.13 -0.09 -0.32 0.005
H 0.985 -2.799 2.264 0.25 0.10 -0.13 0.605
C -0.456 2.796 1.689 0.33 0.07 0.03 -0.430

=====

The records above yield largest force on an atom values of 0.0622, 0.0339, 0.1414, 0.0149, 0.0788, 0.0935 hartree/bohr, respectively.
The records above yield molecular weight values of 410.52, 342.21, 101.17, 470.23, 94.14, 678.93 g/mol, respectively.
The records above yield energy values of -1538.7528, -667.1460, -609.5131, -3203.4646, -287.7723, -3794.9539 a.u., respectively.